Record 1
Formula: CH7NO4
Source: OMol25
Level of theory: ωB97M-V with the def2-TZVPD basis set

Values from the calculation:
HOMO energy: -10.093 eV
Frontier orbital gap: 10.607 eV
Net charge: 0
Total energy: -10830.1160 eV
Energy relative to the best compared isomer or geometry (same formula, charge and spin): 1.766 eV
SMILES: NC(=O)O.O.O

Element x y z (Å)
N 1.509735 -0.319616 0.825265
C 0.351431 -0.064331 1.540931
O 0.286192 0.775066 2.391558
O -0.804522 -0.592575 1.005866
H 2.260079 0.177078 1.140944
H 1.384404 -0.855005 -0.003743
H -0.795759 -1.519336 1.078533
O 0.166821 -0.737414 -1.494543
H -0.382831 0.005761 -1.362679
H 0.566381 -0.444868 -2.430220
O -1.368714 1.225860 -1.077369
H -1.950446 0.541346 -1.234128
H -1.222775 1.808039 -0.380415

Forces on atoms 1 to 2 (eV/Å):
N -3.9 -1.6 1.2
C 0.8 1.2 -1.7

Record 2
Formula: CH7NOS
Source: OMol25
Level of theory: ωB97M-V with the def2-TZVPD basis set

Values from the calculation:
HOMO energy: -9.498 eV
Frontier orbital gap: 10.338 eV
Net charge: 0
Total energy: -15522.6567 eV
Energy relative to the best compared isomer or geometry (same formula, charge and spin): 0.306 eV
SMILES: NCO.S

Element x y z (Å)
N 2.983340 -1.388213 -1.728942
C 2.257681 -1.847282 -0.533623
O 2.829989 -1.351348 0.646416
H 3.222604 -2.183676 -2.310401
H 3.879017 -1.000246 -1.451038
H 1.228514 -1.511077 -0.609703
H 2.277274 -2.949069 -0.482073
H 3.509667 -1.971871 0.921394
S -3.898362 2.327122 0.750679
H -4.032844 1.109644 0.206097
H -5.045428 2.115021 1.412016

Forces on atoms 1 to 2 (eV/Å):
N 0.2 -0.3 0.0
C 0.5 -0.6 -0.5

Record 3
Formula: CH7NS
Source: OMol25
Level of theory: ωB97M-V with the def2-TZVPD basis set

Values from the calculation:
HOMO energy: -9.277 eV
Frontier orbital gap: 10.242 eV
Net charge: 0
Total energy: -13475.0807 eV
Energy relative to the best compared isomer or geometry (same formula, charge and spin): 0.736 eV
SMILES: CN.S

Element x y z (Å)
C 0.783966 -0.917239 -0.998987
N -0.463541 -0.379447 -0.396119
H 1.476178 -1.216065 -0.234819
H 1.301324 -0.185065 -1.573883
H 0.739150 -1.949113 -1.535263
H -1.168213 -0.255148 -1.152859
H -0.861028 -1.061813 0.196875
S -0.033488 1.944274 2.176006
H -1.177712 2.837571 2.194275
H -0.596635 1.182046 1.324775

Forces on atoms 1 to 2 (eV/Å):
C -0.5 -2.3 0.2
N 0.3 0.4 -2.2

Record 4
Formula: CH7NS
Source: OMol25
Level of theory: ωB97M-V with the def2-TZVPD basis set

Values from the calculation:
Spin multiplicity: 2
HOMO energy (alpha / beta): -15.558 / -14.183 eV
Frontier orbital gap (alpha / beta): 12.026 / 4.522 eV
Net charge: +1
Total energy: -13466.0229 eV
Energy relative to the best compared isomer or geometry (same formula, charge and spin): 1.289 eV

Element x y z (Å)
S 0.456401 1.696136 -0.484350
H 0.648529 1.116841 -1.676735
C -1.166138 -1.634239 0.363902
N 0.266523 -1.516162 0.678909
H -1.529409 -2.661206 0.465531
H -1.668219 -1.042018 1.134430
H -1.413637 -1.290595 -0.643764
H 0.885093 -2.222056 0.307400
H 0.369665 -1.456087 1.681823
H 0.592384 0.450570 0.136445

Forces on atoms 1 to 2 (eV/Å):
S 0.2 -0.4 0.4
H 0.0 0.0 -0.3

Record 5
Formula: CH7NSi
Source: OMol25
Level of theory: ωB97M-V with the def2-TZVPD basis set

Values from the calculation:
HOMO energy: -9.064 eV
Frontier orbital gap: 9.219 eV
Net charge: 0
Total energy: -10514.8899 eV
Energy relative to the best compared isomer or geometry (same formula, charge and spin): 3.516 eV

Element x y z (Å)
C -0.419432 0.876513 -1.144185
N -1.120036 -0.185585 -0.408108
Si -1.175597 -0.539916 1.143555
H 0.614113 0.510318 -1.360687
H -1.030707 1.098703 -1.993569
H -0.086270 1.804723 -0.593526
H 1.624514 -0.642844 0.157775
H -1.590611 -1.962106 0.996289
H 2.045399 -0.973259 0.750485
H -0.782706 -0.135246 2.483471

Forces on atoms 1 to 2 (eV/Å):
C 1.1 -0.2 1.6
N 1.2 1.9 0.0

Record 6
Formula: CH7O2
Source: OMol25
Level of theory: ωB97M-V with the def2-TZVPD basis set

Values from the calculation:
Spin multiplicity: 2
HOMO energy (alpha / beta): -3.472 / -12.656 eV
Frontier orbital gap (alpha / beta): 4.048 / 13.053 eV
Net charge: 0
Total energy: -5240.9052 eV
Energy relative to the best compared isomer or geometry (same formula, charge and spin): 0.580 eV

Element x y z (Å)
O 0.193703 -0.149595 1.782974
H -0.116402 -0.118274 2.714282
H 0.842819 -0.939775 1.756604
H -0.372380 0.107627 0.478501
C 0.429284 0.333751 -1.472913
O -0.617997 -0.121574 -0.544181
H 1.074834 -0.511575 -1.657985
H -0.120988 0.725753 -2.427616
H 1.049577 1.095347 -1.092471
H -1.538809 -0.192257 -0.844182

Forces on atoms 1 to 2 (eV/Å):
O 1.6 -1.4 0.8
H -0.1 0.2 -0.5

Record 7
Formula: CH7OS
Source: OMol25
Level of theory: ωB97M-V with the def2-TZVPD basis set

Values from the calculation:
Spin multiplicity: 2
HOMO energy (alpha / beta): -22.238 / -22.005 eV
Frontier orbital gap (alpha / beta): 9.314 / 5.726 eV
Net charge: +2
Total energy: -14007.6091 eV
Energy relative to the best compared isomer or geometry (same formula, charge and spin): 1.013 eV

Element x y z (Å)
O 0.606560 1.599537 -2.181999
H 0.526550 -0.879984 -0.285856
H 1.384319 2.209764 -2.169278
H 0.796843 0.980551 -2.928069
C -0.754071 -1.022311 1.787342
S -0.451593 -0.093628 0.208069
H -1.219616 -0.470949 2.610803
H -1.204307 -1.920352 1.521760
H 0.257591 -1.263144 2.138758
H 0.057725 0.860515 -0.701531

Forces on atoms 1 to 2 (eV/Å):
O 0.2 -0.9 0.9
H -0.1 -0.7 -0.1

Record 8
Formula: CH7PSi
Source: OMol25
Level of theory: ωB97M-V with the def2-TZVPD basis set

Values from the calculation:
HOMO energy: -7.751 eV
Frontier orbital gap: 8.006 eV
Net charge: 0
Total energy: -18312.7565 eV
Energy relative to the best compared isomer or geometry (same formula, charge and spin): 3.460 eV
SMILES: C=[PH2][SiH3]

Element x y z (Å)
C 0.656083 -1.665483 -1.124204
P 0.171350 -0.561377 0.116363
Si -0.500284 1.482825 0.153853
H -0.171718 -1.743883 -1.843259
H 0.897639 -2.617764 -0.464032
H -0.748080 -0.778926 1.119891
H 1.390411 -0.578494 0.852303
H 0.809357 2.167560 0.469947
H -1.625727 1.506235 1.043193
H -0.545138 2.223999 -1.180549

Forces on atoms 1 to 2 (eV/Å):
C -0.8 -0.8 1.1
P 2.2 -1.9 -0.5

Record 9
Formula: CH7PSi
Source: OMol25
Level of theory: ωB97M-V with the def2-TZVPD basis set

Values from the calculation:
Spin multiplicity: 3
HOMO energy (alpha / beta): -5.819 / -10.152 eV
Frontier orbital gap (alpha / beta): 6.807 / 8.357 eV
Net charge: 0
Total energy: -18311.2220 eV
Energy relative to the best compared isomer or geometry (same formula, charge and spin): 0.805 eV

Element x y z (Å)
C 1.289387 -0.341142 1.422300
Si 1.934260 -0.138383 -0.212285
P -2.262217 0.508268 0.012237
H -2.614369 1.183181 1.184618
H 0.770312 0.261971 2.132841
H 1.834837 -1.120665 1.971024
H 2.630342 -1.167992 -1.001099
H 1.906404 1.145718 -0.939262
H -3.528103 0.805375 -0.445676
H -2.526765 -0.713996 0.632836

Forces on atoms 1 to 2 (eV/Å):
C 0.3 -1.5 2.6
Si 0.6 1.0 -3.2

Record 10
Formula: CH8BN3
Source: OMol25
Level of theory: ωB97M-V with the def2-TZVPD basis set

Values from the calculation:
HOMO energy: -8.860 eV
Frontier orbital gap: 9.432 eV
Net charge: 0
Total energy: -6315.1957 eV
Energy relative to the best compared isomer or geometry (same formula, charge and spin): 0.725 eV
SMILES: CNB(N)N

Element x y z (Å)
C -1.849587 -0.082613 0.067145
N -0.715647 -0.607987 0.787052
B 0.660532 0.048186 0.086939
N 0.823229 1.346893 -0.440083
N 1.808860 -0.791749 0.076679
H -1.695581 0.958812 -0.025752
H -1.980975 -0.362092 -0.935217
H -2.821373 -0.155648 0.556839
H -0.577690 -1.538091 0.592831
H 1.725398 1.455359 -0.757015
H 0.457813 2.172638 0.044933
H 2.426900 -0.743364 -0.642227
H 1.738120 -1.700341 0.587877

Forces on atoms 1 to 2 (eV/Å):
C -0.7 0.7 1.2
N 3.4 4.1 -1.5